Record 1
DFT (ωB97M-V with the def2-TZVPD basis set) results for a 11-piece molecular cluster, C30H78BrIN5O14Si overall at a distorted geometry.

The geometry in ORCA input format:
```
! wB97M-V def2-TZVPD RIJCOSX def2/J DEFGRID3
* xyz 1 1
C -6.154 -1.423 0.143
C -4.749 -1.672 0.907
O -4.536 -0.986 1.940
O -3.899 -2.683 0.356
C -2.680 -2.080 -0.213
C -3.113 -1.135 -1.475
N -2.073 -1.295 -2.511
C -2.145 -2.237 -3.709
C -3.520 -2.976 -3.941
C -4.762 -1.999 -4.361
Br -4.035 -4.305 -2.531
C -0.886 -0.631 -2.541
N 0.190 -0.799 -3.531
C 1.288 0.101 -3.284
C 2.628 0.313 -4.105
C 3.641 -0.929 -4.074
C 4.133 -1.223 -2.549
C 4.933 -2.627 -2.461
N 5.079 -2.967 -1.012
N 0.795 0.786 -2.085
C 1.732 1.826 -1.596
C 1.783 3.161 -2.513
O 2.546 4.073 -2.089
I 0.636 3.486 -4.322
N -0.422 0.370 -1.628
C -0.948 1.002 -0.417
C -1.439 2.534 -0.722
O -0.895 3.489 0.212
Si -1.648 3.408 1.779
C -3.367 2.534 1.783
C -0.490 2.293 2.882
C -1.793 5.080 2.694
H -6.112 -0.561 -0.604
H -6.998 -1.199 0.891
H -6.479 -2.372 -0.433
H -2.202 -1.499 0.644
H -1.916 -2.883 -0.527
H -3.298 -0.040 -1.147
H -4.156 -1.516 -1.756
H -1.982 -1.559 -4.635
H -1.235 -2.943 -3.646
H -3.373 -3.631 -4.885
H -5.381 -2.571 -5.149
H -5.435 -1.892 -3.444
H -4.398 -1.003 -4.790
H 2.369 0.508 -5.216
H 3.237 1.240 -3.773
H 4.555 -0.774 -4.755
H 3.095 -1.853 -4.494
H 3.224 -1.293 -1.845
H 4.792 -0.329 -2.257
H 4.307 -3.399 -3.049
H 5.937 -2.519 -2.994
H 6.047 -2.811 -0.688
H 4.902 -3.989 -0.894
H 2.808 1.401 -1.615
H 1.563 2.188 -0.529
H -0.068 1.132 0.326
H -1.752 0.464 0.171
H -0.970 2.790 -1.751
H -2.572 2.605 -0.876
H -3.305 1.438 1.450
H -3.795 2.611 2.838
H -4.032 3.150 1.060
H -0.522 2.638 3.984
H 0.629 2.364 2.558
H -0.766 1.177 2.807
H -1.812 4.830 3.826
H -0.897 5.769 2.524
H -2.807 5.580 2.470
C 3.801 2.964 2.807
O 2.578 3.689 2.781
H 3.754 2.223 3.604
H 3.949 2.457 1.849
H 4.631 3.649 2.998
H 2.647 4.337 2.068
C -5.456 -0.223 5.093
O -5.845 0.898 5.874
H -4.534 -0.637 5.503
H -6.240 -0.984 5.127
H -5.284 0.090 4.061
H -6.661 1.244 5.491
C 2.033 3.432 -7.848
O 3.259 2.826 -7.467
H 1.211 2.873 -7.399
H 2.006 4.465 -7.491
H 1.933 3.410 -8.936
H 3.969 3.338 -7.876
C -2.252 -4.653 3.271
O -2.558 -3.459 3.960
H -1.654 -5.293 3.920
H -3.178 -5.169 3.006
H -1.682 -4.414 2.369
H -3.088 -2.914 3.361
C -6.656 2.852 -0.241
O -6.627 1.777 -1.170
H -6.579 2.447 0.769
H -5.813 3.522 -0.426
H -7.596 3.400 -0.340
H -6.696 2.162 -2.053
C 9.219 -2.144 -2.825
O 7.999 -1.414 -2.870
H 9.163 -2.873 -2.017
H 9.372 -2.665 -3.773
H 10.051 -1.461 -2.638
H 8.075 -0.777 -3.592
C -1.763 -2.061 7.509
O -1.740 -3.137 6.585
H -1.683 -2.463 8.520
H -0.919 -1.393 7.319
H -2.703 -1.512 7.412
H -1.812 -2.755 5.697
C 2.539 -5.225 0.423
O 3.526 -5.810 -0.414
H 2.226 -4.275 -0.011
H 1.675 -5.892 0.495
H 2.956 -5.048 1.418
H 3.785 -6.647 -0.008
C 7.708 0.112 0.022
O 9.033 0.464 0.392
H 7.297 -0.560 0.776
H 7.091 1.014 -0.034
H 7.719 -0.393 -0.947
H 9.372 1.058 -0.289
C -0.260 3.328 7.012
O -1.266 4.077 6.344
H -0.476 2.266 6.895
H 0.717 3.549 6.573
H -0.256 3.582 8.074
H -1.050 5.011 6.463
*
```

Properties
HOMO = -10.933 eV
LUMO level = -2.97 eV

***

Record 2
DFT (ωB97M-V with the def2-TZVPD basis set) results for C4H8O as an isolated structure.

The geometry in ORCA input format:
```
! wB97M-V def2-TZVPD RIJCOSX def2/J DEFGRID3
* xyz 0 1
C -1.366 -1.007 0.516
C -0.279 0.011 0.343
O -0.559 0.972 -0.838
C 1.078 -0.394 -0.115
C 1.225 1.070 -0.274
H -1.236 -1.523 1.475
H -1.400 -1.775 -0.279
H -2.348 -0.519 0.557
H -0.938 1.754 -0.416
H 1.695 -0.818 0.682
H 1.187 -0.960 -1.056
H 1.421 1.652 0.618
H 1.520 1.537 -1.215
*
```

Properties
Energy relative to the best compared isomer or geometry (same formula, charge and spin) = 525.4 kJ/mol
HOMO = -6.707 eV
LUMO level = 0.64 eV

***

Record 3
DFT (ωB97M-V with the def2-TZVPD basis set) results for an isolated ion of composition C7H14N and charge +1 at a distorted geometry.

The geometry in ORCA input format:
```
! wB97M-V def2-TZVPD RIJCOSX def2/J DEFGRID3
* xyz 1 1
C -2.395 -0.770 -0.441
N -0.875 -0.491 -0.688
C 0.188 -1.432 -0.448
C 1.090 -0.432 0.372
C 2.591 -0.205 0.454
C 0.111 0.145 1.390
C -0.067 0.631 0.077
C -0.168 2.040 -0.381
H -2.546 -0.855 0.653
H -2.988 0.131 -0.834
H -2.622 -1.626 -0.991
H -0.816 -0.112 -1.706
H 0.634 -1.827 -1.477
H -0.069 -2.306 0.091
H 2.681 0.843 0.247
H 3.084 -0.703 -0.327
H 3.000 -0.529 1.434
H -0.649 -0.404 1.907
H 0.496 0.930 2.151
H 0.496 2.128 -1.176
H 0.074 2.729 0.401
H -1.250 2.116 -0.706
*
```

Properties
Energy relative to the best compared isomer or geometry (same formula, charge and spin) = 192.5 kJ/mol
HOMO = -13.948 eV
LUMO level = -3.05 eV

***

Record 4
DFT (ωB97M-V with the def2-TZVPD basis set) results for C31H52NOSi4SnTe as an isolated structure at a distorted geometry.

The geometry in ORCA input format:
```
! wB97M-V def2-TZVPD RIJCOSX def2/J DEFGRID3
* xyz 1 1
C 2.392 0.119 0.799
C 2.348 -0.600 -0.405
C 1.952 0.278 -1.450
H 2.608 -1.646 -0.506
C 1.696 1.570 -0.852
C 1.971 1.464 0.534
H 1.428 2.476 -1.383
C -1.402 -1.679 1.240
C -0.276 -2.412 0.704
C -0.322 -2.372 -0.684
H 0.500 -2.838 1.320
C -1.519 -1.654 -1.090
C -2.119 -1.155 0.097
H 1.989 0.064 -2.523
H 1.881 2.270 1.242
H 2.705 -0.285 1.752
H -3.002 -0.552 0.149
H 0.365 -2.821 -1.387
H -1.835 -1.777 2.239
Sn -0.313 0.344 -0.576
C -2.033 -1.381 -2.486
C -3.527 -1.604 -2.476
C -1.302 -2.275 -3.477
H -3.725 -2.620 -2.119
H -3.930 -1.472 -3.479
H -4.025 -0.895 -1.807
H -1.476 -3.322 -3.202
H -0.214 -2.103 -3.500
H -1.688 -2.099 -4.486
C -1.711 0.107 -2.852
C -2.232 0.647 -4.189
H -0.605 0.216 -2.955
H -2.119 0.819 -2.085
O -3.123 0.143 -4.825
N -1.583 1.770 -4.650
C -0.414 2.449 -4.086
H -1.955 2.146 -5.520
C 0.899 1.860 -4.546
C 2.080 2.493 -4.155
H 2.003 3.388 -3.536
C 3.318 1.991 -4.551
H 4.230 2.502 -4.237
C 3.379 0.847 -5.355
H 4.346 0.461 -5.679
C 2.202 0.208 -5.753
H 2.229 -0.682 -6.385
C 0.959 0.718 -5.352
H 0.036 0.235 -5.682
H -0.480 2.443 -2.977
H -0.474 3.513 -4.372
C 3.433 0.328 4.904
Si 1.878 1.290 5.342
C 1.632 1.462 7.206
C 1.840 2.963 4.478
Si -0.003 -0.022 5.021
Te -0.124 0.754 2.619
Si 0.129 -2.328 5.278
C 0.281 -2.218 7.156
C -1.456 -3.170 4.736
C 1.649 -3.042 4.451
Si -2.068 1.005 5.066
C -2.293 0.857 6.951
C -1.991 2.806 4.509
C -3.427 0.091 4.132
H 4.243 0.973 5.259
H 3.543 0.172 3.828
H 3.481 -0.638 5.414
H 2.514 2.033 7.508
H 0.724 2.022 7.448
H 1.616 0.496 7.717
H 1.945 2.883 3.392
H 0.939 3.538 4.706
H 2.715 3.481 4.887
H -0.576 -1.724 7.622
H 0.302 -3.273 7.437
H 1.204 -1.724 7.470
H -1.574 -3.190 3.651
H -1.316 -4.192 5.100
H -2.347 -2.730 5.193
H 1.575 -3.026 3.360
H 2.573 -2.545 4.757
H 1.650 -4.079 4.802
H -1.502 1.369 7.506
H -3.250 1.347 7.142
H -2.345 -0.185 7.276
H -1.790 2.889 3.436
H -2.987 3.204 4.727
H -1.243 3.380 5.059
H -3.303 0.170 3.049
H -3.495 -0.964 4.410
H -4.353 0.598 4.420
*
```

Properties
HOMO (alpha / beta) = -9.736 / -9.798 eV
LUMO level (alpha / beta) = -4.74 / -4.73 eV

***

Record 5
DFT (ωB97M-V with the def2-TZVPD basis set) results for C17H10BF11N7O4RuS3 as an isolated structure at a distorted geometry.

The geometry in ORCA input format:
```
! wB97M-V def2-TZVPD RIJCOSX def2/J DEFGRID3
* xyz 0 2
Ru 0.101 0.534 0.029
C 4.338 0.583 -0.141
C 3.092 0.128 -0.565
N 2.132 0.815 0.050
N 2.722 1.696 0.871
C 4.052 1.580 0.771
B 1.865 2.671 1.672
N 0.989 1.820 2.588
C 0.904 1.763 3.922
C -0.071 0.845 4.260
C -0.547 0.372 3.039
N 0.095 0.981 2.043
N 0.948 3.382 0.684
C 0.760 4.687 0.455
C -0.193 4.824 -0.533
C -0.547 3.518 -0.865
N 0.148 2.658 -0.121
H 5.306 0.231 -0.451
H 2.840 -0.633 -1.285
H 4.702 2.214 1.350
H 2.536 3.446 2.295
H 1.534 2.381 4.540
H -0.388 0.553 5.246
H -1.322 -0.345 2.826
H 1.315 5.428 1.005
H -0.582 5.734 -0.955
H -1.261 3.181 -1.591
F -1.336 -1.696 -1.843
C -1.123 -1.321 -3.094
F -2.070 -1.831 -3.865
F 0.068 -1.781 -3.474
S -1.125 0.500 -3.155
O -0.111 0.924 -2.188
O -0.877 0.806 -4.521
N -2.562 0.932 -2.701
S -3.035 1.223 -1.224
O -3.643 2.506 -1.103
O -2.080 0.862 -0.171
C -4.402 0.010 -1.020
F -3.914 -1.225 -0.979
F -5.251 0.111 -2.033
F -5.034 0.267 0.120
F -0.193 -7.257 -0.671
C -0.062 -5.973 -0.352
C -1.174 -5.156 -0.293
F -2.381 -5.661 -0.548
C -1.031 -3.824 0.046
F -2.138 -3.095 0.149
C 0.217 -3.267 0.326
S 0.496 -1.603 0.805
C 1.315 -4.124 0.275
F 2.536 -3.665 0.547
C 1.185 -5.456 -0.063
F 2.256 -6.249 -0.104
*
```

Properties
⟨S²⟩ = 0.758
Energy relative to the best compared isomer or geometry (same formula, charge and spin) = 77.3 kJ/mol
HOMO (alpha / beta) = -8.788 / -8.909 eV
LUMO level (alpha / beta) = -0.18 / -2.26 eV

***

Record 6
DFT (ωB97M-V with the def2-TZVPD basis set) results for a 2-piece molecular cluster, C8H14NS overall at a distorted geometry.

The geometry in ORCA input format:
```
! wB97M-V def2-TZVPD RIJCOSX def2/J DEFGRID3
* xyz 1 1
C -0.666 -2.064 0.369
C -2.518 -0.474 1.361
C -0.975 -1.752 -0.887
C -3.626 0.015 0.968
C 1.217 1.025 0.175
C 0.991 2.502 0.615
C 1.312 0.129 1.142
C 1.761 -0.500 -1.770
N 1.310 0.690 -1.150
S -1.076 -1.112 1.857
H -1.326 -0.710 -1.143
H -0.598 -2.384 -1.765
H -3.777 1.062 0.728
H -4.398 -0.588 1.142
H 0.604 3.032 -0.244
H 1.900 2.909 0.784
H 0.385 2.439 1.447
H 1.544 -0.976 1.078
H -0.071 -2.902 0.730
H 1.365 0.629 2.005
H 2.382 -0.275 -2.605
H 2.320 -1.059 -1.011
H 0.865 -1.005 -2.026
H 1.074 1.371 -1.800
*
```

Properties
Energy relative to the best compared isomer or geometry (same formula, charge and spin) = 533.6 kJ/mol
HOMO (alpha / beta) = -11.279 / -11.280 eV
LUMO level (alpha / beta) = -5.20 / -5.20 eV

***

Record 7
DFT (ωB97M-V with the def2-TZVPD basis set) results for a 2-piece molecular cluster, C6H11FN overall at a distorted geometry.

The geometry in ORCA input format:
```
! wB97M-V def2-TZVPD RIJCOSX def2/J DEFGRID3
* xyz 1 1
C -1.900 2.708 0.549
C -1.032 2.051 1.298
C -0.984 -0.720 -0.155
C 0.105 -0.120 -0.907
C -0.023 0.156 0.541
C 1.132 -1.182 -1.441
N 1.062 -0.192 1.552
F -0.749 2.037 2.582
H -2.414 3.552 0.949
H -1.922 2.548 -0.522
H -1.976 -0.241 -0.442
H -1.042 -1.773 0.152
H -0.205 0.659 -1.627
H 1.800 -1.732 -0.607
H 1.892 -0.771 -2.080
H 0.634 -1.819 -2.185
H 0.656 -0.494 2.426
H 1.730 0.533 1.439
H 1.668 -0.984 1.220
*
```

Properties
Energy relative to the best compared isomer or geometry (same formula, charge and spin) = 376.4 kJ/mol
HOMO = -13.678 eV
LUMO level = -3.67 eV

***

Record 8
DFT (ωB97M-V with the def2-TZVPD basis set) results for a 2-piece molecular cluster, C2H10NS2 overall.

The geometry in ORCA input format:
```
! wB97M-V def2-TZVPD RIJCOSX def2/J DEFGRID3
* xyz 0 2
C 0.183 2.550 0.803
C -0.626 1.293 0.472
S 0.189 0.325 -0.839
S -1.053 -1.345 -0.937
H 0.119 3.221 -0.054
H 1.228 2.336 1.024
H -0.286 3.043 1.654
H -1.618 1.574 0.114
H -0.760 0.608 1.321
H -0.165 -2.003 -1.686
N 1.558 -1.251 1.620
H 1.155 -0.937 0.702
H 1.013 -0.794 2.393
H 1.580 -2.269 1.832
H 2.541 -0.902 1.696
*
```

Properties
⟨S²⟩ = 0.751
Energy relative to the best compared isomer or geometry (same formula, charge and spin) = 0.0 kJ/mol
HOMO (alpha / beta) = -3.749 / -8.790 eV
LUMO level (alpha / beta) = 0.20 / 0.19 eV

***

Listing electronic energy for the structures above in their given order: -5677.62040 -232.24551 -329.53419 -2982.43954 -3750.96391 -765.71959 -389.38782 -933.20334 Eh.